{
  "formula": "C37H33Cl2MnN6O5S",
  "method": "ωB97M-V/def2-TZVPD",
  "species": ["Mn", "Cl", "C", "C", "C", "Cl", "C", "C", "C", "C", "N", "C", "C", "O", "H", "H", "H", "H", "C", "O", "C", "C", "C", "C", "C", "C", "N", "C", "N", "C", "C", "C", "C", "C", "C", "O", "C", "N", "C", "C", "C", "C", "C", "C", "O", "C", "H", "H", "H", "H", "H", "H", "H", "H", "H", "H", "H", "H", "H", "H", "H", "H", "H", "H", "H", "H", "H", "H", "C", "C", "O", "H", "H", "H", "S", "C", "N", "C", "C", "C", "N", "H", "H", "H", "H"],
  "coordinates": [[0.00, -1.46, -0.03], [4.89, -0.79, 0.65], [3.65, -0.94, 1.84], [4.01, -0.87, 3.20], [3.09, -1.03, 4.19], [3.58, -0.94, 5.86], [1.73, -1.28, 3.87], [0.71, -1.52, 4.80], [-0.56, -1.80, 4.37], [-0.82, -1.80, 2.99], [0.11, -1.55, 2.10], [1.39, -1.31, 2.50], [2.34, -1.13, 1.45], [1.93, -1.18, 0.21], [5.05, -0.71, 3.45], [0.94, -1.51, 5.86], [-1.36, -2.01, 5.06], [-1.81, -2.01, 2.61], [0.58, 5.84, -0.43], [-0.68, 5.58, -1.07], [-1.59, 4.97, -0.24], [-2.39, 5.73, 0.59], [-3.34, 5.11, 1.40], [-3.49, 3.73, 1.33], [-2.70, 2.97, 0.48], [-1.73, 3.58, -0.30], [-0.93, 2.88, -1.21], [-0.67, 1.52, -1.17], [-0.72, 0.95, -2.40], [-0.37, -0.34, -2.86], [-0.13, -1.44, -2.05], [0.18, -2.65, -2.69], [0.23, -2.77, -4.07], [-0.04, -1.66, -4.86], [-0.32, -0.45, -4.25], [-0.63, 0.67, -4.99], [0.37, 1.08, -5.91], [-0.43, 0.86, -0.08], [-0.01, 1.58, 1.06], [-0.66, 1.42, 2.27], [-0.18, 2.00, 3.44], [0.97, 2.78, 3.39], [1.62, 2.97, 2.18], [1.14, 2.38, 1.02], [1.77, 2.64, -0.17], [2.96, 1.87, -0.39], [1.19, 6.37, -1.16], [1.07, 4.92, -0.14], [0.43, 6.48, 0.45], [-2.26, 6.80, 0.60], [-3.97, 5.70, 2.05], [-4.24, 3.24, 1.95], [-2.84, 1.90, 0.43], [-0.43, 3.44, -1.88], [-1.05, 1.56, -3.13], [0.39, -3.52, -2.08], [0.47, -3.72, -4.53], [-0.03, -1.73, -5.94], [-0.02, 1.94, -6.45], [0.60, 0.29, -6.63], [1.29, 1.35, -5.39], [-1.56, 0.82, 2.30], [-0.71, 1.86, 4.37], [1.35, 3.24, 4.29], [2.51, 3.59, 2.12], [3.42, 2.26, -1.30], [2.72, 0.81, -0.52], [3.65, 1.99, 0.44], [-3.18, -1.23, -0.54], [-1.93, -1.99, -0.21], [-1.96, -3.20, -0.01], [-3.95, -1.91, -0.89], [-2.96, -0.46, -1.29], [-3.52, -0.72, 0.36], [1.36, -4.33, 0.79], [0.68, -5.51, -0.17], [-0.67, -5.40, -0.46], [-1.35, -6.30, -1.19], [-0.71, -7.39, -1.67], [0.68, -7.46, -1.39], [1.35, -6.58, -0.69], [-1.12, -4.55, -0.11], [-2.40, -6.09, -1.34], [-1.21, -8.15, -2.25], [1.26, -8.29, -1.78]],
  "gap_ev": [7.42, 7.32],
  "s_squared": 6.145,
  "e_above_lowest_kcal_mol": 1.9,
  "multiplicity": 5,
  "e_tot_ha": -4604.08523
}